Entry from the OMol25 dataset: 2 unconnected molecules or ions with the total composition C4H13N at a distorted geometry (the ωB97M-V functional and the def2-TZVPD basis).

The geometry in XYZ format:
```
18
Properties=species:S:1:pos:R:3:mulliken_charge:R:1
N -1.55806 -0.12719 -0.41202 -0.23
C -2.48156 -1.09800 -0.91636 -0.78
C 2.29163 -0.12083 0.58297 -0.50
C -1.82009 0.35987 0.95286 -0.96
C 3.03587 0.80264 -0.42403 -0.84
H -2.10178 -1.67448 -1.81354 0.26
H -1.46889 -0.41556 1.64944 0.29
H 1.28091 0.25552 0.74122 0.00
H -2.60755 -1.82247 -0.09614 0.26
H 2.15290 -1.14103 0.14114 0.24
H -2.88288 0.65203 1.04568 0.37
H 2.96477 1.72869 0.16144 0.22
H 2.72409 -0.26372 1.57465 0.32
H 4.11066 0.73113 -0.67715 0.30
H -1.40079 0.63218 -1.06105 0.20
H 2.49235 1.02073 -1.35133 0.26
H -1.21819 1.27026 1.09260 0.31
H -3.51340 -0.78978 -1.19037 0.27
```

Kohn-Sham gap in eV: 9.6815
Lowest unoccupied orbital energy in Eh: 0.0385
Relative energy (zero: lowest compared OMol25 entry of this formula, charge and spin) in eV: 0.728
Structure (SMILES): CNC.CC
Highest occupied orbital energy in eV: -8.63